C38H34F11IrN5PS | ωB97M-V/def2-TZVPD

Last column: Mulliken charge in e.
Element x y z (Å)
Ir 0.544 0.705 0.949  1.743
C 1.194 2.920 -1.075  -0.951
N 1.258 2.546 0.354  -0.063
C 2.673 2.557 0.818  -1.148
C 3.331 1.333 0.247  -0.590
N 2.555 0.161 0.669  1.183
C 3.116 -1.066 0.334  -0.548
C 3.896 -1.284 -0.826  0.293
F 4.077 -0.310 -1.735  -0.448
C 4.458 -2.500 -1.172  0.279
F 5.154 -2.597 -2.299  -0.343
C 4.263 -3.621 -0.387  0.840
F 4.785 -4.799 -0.717  -0.321
C 3.505 -3.469 0.754  0.334
F 3.299 -4.505 1.569  -0.324
C 2.977 -2.236 1.090  -0.250
F 2.310 -2.217 2.275  -0.701
C 0.422 3.482 1.137  -1.453
C -1.058 3.199 0.919  -0.927
N -1.298 1.760 0.582  0.306
C -2.494 1.385 0.256  -1.894
C -2.805 0.060 -0.533  3.373
F -2.178 -2.008 -1.724  -0.807
C -4.242 -0.393 -0.342  -0.919
F -4.563 -1.635 -0.684  -0.403
C -5.235 0.422 -0.009  0.400
F -6.505 0.053 0.035  -0.354
C -4.932 1.791 0.315  0.374
F -5.958 2.568 0.571  -0.329
C -3.678 2.254 0.422  0.485
F -3.562 3.524 0.830  -0.342
H 1.737 3.858 -1.212  0.290
H 0.165 3.075 -1.374  0.532
H 1.642 2.153 -1.700  0.197
H 2.649 2.526 1.904  0.081
H 3.174 3.475 0.497  0.413
H 4.370 1.281 0.592  0.634
H 3.380 1.443 -0.837  0.422
H 0.651 4.519 0.871  0.417
H 0.684 3.337 2.177  0.550
H -1.455 3.808 0.108  0.620
H -1.584 3.483 1.829  0.563
C -2.628 -3.048 0.490  -1.654
P -1.760 -1.565 -0.153  2.012
C -2.711 0.504 -2.033  0.086
C -3.627 0.040 -2.979  -0.752
C -3.560 0.469 -4.293  -0.967
C -2.586 1.372 -4.695  -0.947
C -1.674 1.836 -3.766  -0.043
C -1.747 1.405 -2.448  1.127
C -1.410 -1.037 1.649  0.192
C -0.453 -1.774 2.348  0.408
C -0.407 -1.818 3.746  -0.799
C -1.334 -1.127 4.482  -0.988
C -2.345 -0.419 3.818  -0.721
C -2.393 -0.396 2.446  -1.096
H -3.393 -2.771 1.213  0.520
H -1.876 -3.631 1.023  0.555
H -3.063 -3.632 -0.314  0.362
H -4.379 -0.690 -2.721  0.543
H -4.278 0.089 -5.008  0.465
H -2.539 1.705 -5.723  0.413
H -0.902 2.537 -4.059  0.510
H -1.030 1.768 -1.737  -1.273
H 0.218 -2.418 1.810  0.860
H 0.346 -2.424 4.236  0.573
H -1.308 -1.150 5.564  0.420
H -3.117 0.080 4.391  0.505
H -3.256 0.085 2.003  0.066
F 2.260 -1.219 -5.655  -0.371
C 1.693 -1.402 -4.452  0.203
C 1.398 -0.295 -3.680  -0.930
C 0.826 -0.497 -2.436  1.486
C 0.529 -1.768 -1.970  -0.197
C -0.006 -1.987 -0.586  0.797
C 0.840 -2.858 -2.778  -0.426
C 1.429 -2.687 -4.022  -1.116
H 1.627 0.694 -4.058  0.525
H 0.619 0.353 -1.799  -0.702
H 0.646 -1.492 0.137  -2.331
H 0.018 -3.060 -0.371  1.025
H 0.617 -3.862 -2.435  0.521
H 1.687 -3.527 -4.650  0.505
N 3.093 -0.024 3.957  -0.165
C 2.404 1.099 4.065  0.657
N 2.981 2.127 4.706  -0.389
S 0.809 1.291 3.472  -0.353
H 4.042 -0.104 4.283  0.253
H 2.719 -0.766 3.389  -0.051
H 3.848 2.022 5.208  0.199
H 2.414 2.932 4.908  0.268

Computed properties:
DFT total energy, eV: -100254.924
2S+1: 2
Net charge: +1
Highest occupied orbital energy (spin up / spin down), eV: -9.901 / -9.795